(1)
Molecular formula: C6F18KN3O12S6
Method: DFT, ωB97M-V/def2-TZVPD

Last column: natural (NBO) charge in e.
Geometry (Å):
K 1.312512 1.940563 -0.627695  0.98
C 1.952712 0.558603 3.656995  0.80
F 0.696382 0.205293 3.412775  -0.29
F 1.964892 1.880483 3.471255  -0.34
F 2.443312 0.364903 4.875925  -0.30
S 3.161312 -0.370757 2.343465  2.13
O 2.770582 -1.761937 2.383475  -0.86
O 2.911302 0.252773 1.079955  -1.00
N 4.791062 0.111823 2.738735  -1.20
S 5.441362 -0.972967 3.473385  2.16
O 4.536402 -1.432927 4.532285  -0.96
O 6.013842 -2.007597 2.558955  -0.94
C 6.967962 -0.053817 4.392515  0.77
F 8.043702 -0.138427 3.581215  -0.32
F 6.622652 1.168653 4.684635  -0.31
F 7.097532 -0.702197 5.557005  -0.32
C -1.607588 4.999543 -2.653975  0.80
F -1.245138 4.919523 -1.353745  -0.33
F -2.899798 5.229663 -2.749875  -0.30
F -0.838338 5.913283 -3.162505  -0.31
S -1.189258 3.297973 -3.594945  2.06
O -0.764518 3.541633 -4.950075  -0.89
O -0.160408 2.705283 -2.735825  -1.01
N -2.634738 2.296123 -3.352055  -1.06
S -2.502338 1.394443 -4.706965  2.06
O -2.807258 2.109563 -5.948425  -0.95
O -1.390718 0.398633 -4.734885  -0.92
C -4.162628 0.336793 -4.499905  0.78
F -4.309378 0.209843 -3.187405  -0.30
F -5.188488 0.962143 -5.056265  -0.31
F -3.840418 -0.805677 -5.130575  -0.32
C -0.351708 -2.929667 -1.396255  0.78
F -0.818008 -2.494607 -2.576475  -0.30
F -1.014428 -4.029437 -0.991615  -0.30
F 0.997712 -3.184457 -1.418275  -0.31
S -0.626218 -1.588287 -0.030995  2.10
O 0.190152 -2.062127 1.101525  -0.88
O -0.188768 -0.315127 -0.578865  -0.98
N -2.375088 -1.562867 0.262745  -1.14
S -2.643088 -2.224577 1.612235  2.14
O -1.973238 -3.538337 1.904795  -0.93
O -2.652698 -1.297747 2.759985  -0.95
C -4.629648 -2.702117 1.319315  0.77
F -4.646138 -3.742907 0.493995  -0.33
F -5.151298 -3.217017 2.438475  -0.33
F -5.304038 -1.661957 0.801975  -0.32

Force components x, y, z for each atom (eV/Å):
-0.237 -0.628 0.028
1.589 -0.108 -1.434
0.600 -0.761 0.865
0.433 0.679 -0.416
-1.125 -0.536 -0.060
0.314 -0.323 0.488
0.954 1.380 0.709
-0.383 1.453 -0.676
-5.173 3.854 -3.499
2.493 -6.136 2.250
1.804 -0.217 0.093
-0.199 1.810 2.288
-2.693 -2.532 -1.595
-0.205 0.473 1.319
0.537 1.276 -0.152
1.122 -0.014 -0.355
0.435 -2.978 0.245
-0.590 -0.279 -0.335
0.057 0.730 0.002
0.074 1.314 -0.978
-0.633 -2.277 2.186
-0.474 0.895 0.761
-0.281 1.068 -0.086
3.156 2.141 -1.812
-1.245 -2.304 -1.478
0.467 -0.593 0.830
-2.082 2.142 0.253
3.966 1.814 0.143
-1.038 -0.958 -0.310
-0.194 -0.724 0.166
-1.377 0.100 0.552
-0.099 0.606 1.313
0.750 -0.724 0.755
0.727 0.678 -0.821
-1.958 0.264 -0.526
0.100 -0.167 2.271
-1.787 0.640 -2.202
-0.811 -0.604 -0.384
4.100 0.582 -2.824
-1.118 -3.025 4.949
-1.975 2.562 -1.004
-0.313 -0.959 -1.531
3.207 -0.128 0.155
-0.228 0.116 -1.167
-0.464 1.244 0.358
-0.204 -0.849 0.667

Properties
Frontier orbital gap (eV): 7.99
Net charge: -2
Largest force on an atom (eV Å⁻¹): 7.34
Energy above the lowest of the compared OMol25 structures with the same formula, charge and spin (kJ/mol): 488.9
Electronic energy (hartree): -6082.42485

(2)
Molecular formula: C6H10
Method: DFT, ωB97M-V/def2-TZVPD

Last column: natural (NBO) charge in e.
Geometry (Å):
C 2.754703 0.432594 -0.563856  -0.68
C 1.539913 0.191115 0.209488  -0.01
C 0.478159 -0.054214 0.732202  -0.02
C -0.931265 -0.492718 0.603997  -0.27
C -0.910599 -0.741014 -0.952772  -0.59
C -1.936983 0.536152 1.150814  -0.60
H 3.569095 0.771793 0.077221  0.24
H 3.074439 -0.484955 -1.074444  0.23
H 2.576077 1.191154 -1.336838  0.23
H -1.077272 -1.425705 1.167612  0.22
H -0.612801 0.212774 -1.397289  0.21
H -1.768378 -1.108906 -1.525442  0.21
H -0.094004 -1.449289 -1.120934  0.21
H -1.800378 1.510706 0.672278  0.21
H -2.966856 0.205375 0.982336  0.21
H -1.821436 0.689962 2.233523  0.22

Force components x, y, z for each atom (eV/Å):
0.158 0.049 0.034
-0.270 -0.009 0.468
0.516 0.092 -0.365
0.074 -0.031 -0.132
-0.114 0.012 0.067
-0.023 0.015 -0.148
0.059 0.015 -0.098
-0.056 0.158 0.176
0.037 -0.102 0.228
0.040 0.091 -0.316
-0.078 -0.162 -0.086
-0.398 0.024 0.717
-0.183 0.119 -0.131
-0.026 -0.126 -0.024
0.141 0.016 -0.073
0.124 -0.162 -0.316

Properties
Frontier orbital gap (eV): 10.29
Net charge: 0
Largest force on an atom (eV Å⁻¹): 0.82
Structure (SMILES): CC#CC(C)C
Energy above the lowest of the compared OMol25 structures with the same formula, charge and spin (kJ/mol): 181.8
Electronic energy (hartree): -234.53326

(3)
Molecular formula: C6H10
Method: DFT, ωB97M-V/def2-TZVPD

Last column: natural (NBO) charge in e.
Geometry (Å):
C -0.383018 1.940828 -0.725718  -0.63
C 0.161805 0.652205 -0.781067  -0.16
C 1.043904 0.033446 -1.674214  -0.60
C -0.458437 0.176072 1.666144  -0.70
C -0.332913 -0.301928 0.232022  0.43
C -0.316169 -1.753512 0.138348  -0.69
H 0.782018 -1.383806 0.058189  0.36
H 0.250570 2.813037 -0.827448  0.20
H -1.210612 2.025667 -0.030435  0.16
H 1.823209 0.585567 -2.177682  0.21
H 0.950342 -1.016224 -1.900272  0.17
H 0.411993 -0.293043 2.123996  0.25
H -1.388736 -0.222179 2.068778  0.24
H -0.391135 -2.160427 -0.862072  0.26
H -0.486712 1.257765 1.668938  0.26
H -0.456111 -2.353473 1.022492  0.24

Force components x, y, z for each atom (eV/Å):
0.624 -0.337 1.337
-1.440 -0.290 -0.981
0.582 0.090 0.472
-0.540 -0.238 -1.493
-0.484 -0.072 0.555
1.379 1.626 -1.018
0.136 -1.274 0.425
-0.306 0.129 -0.751
0.187 0.452 0.157
-0.254 0.134 -0.276
0.381 -0.070 0.209
-0.077 0.381 0.599
0.130 -0.198 0.277
-0.476 -0.348 0.150
0.458 0.022 0.357
-0.301 -0.008 -0.021

Properties
Frontier orbital gap (eV): 4.93
Net charge: 0
Largest force on an atom (eV Å⁻¹): 2.36
Energy above the lowest of the compared OMol25 structures with the same formula, charge and spin (kJ/mol): 558.7
Electronic energy (hartree): -234.38970

(4)
Molecular formula: C6H10
Method: DFT, ωB97M-V/def2-TZVPD

Last column: natural (NBO) charge in e.
Geometry (Å):
C 2.604701 0.050567 0.824659  -0.68
C 1.758202 -0.380925 -0.325097  0.00
C 0.422799 -0.616603 -0.273461  -0.42
C -0.278927 -0.404557 0.957445  0.09
C -1.718109 -0.035473 0.825110  -0.56
C -2.265259 0.536529 -0.487300  -0.63
H 2.783847 1.132265 0.780724  0.23
H 2.091069 -0.164582 1.765953  0.26
H 3.585787 -0.433898 0.782561  0.22
H -0.072040 -0.875956 -1.217140  0.19
H 2.257469 -0.445615 -1.294460  0.19
H -1.987613 0.617808 1.666619  0.23
H -2.225194 -0.986191 1.082013  0.26
H -2.160195 -0.165674 -1.320751  0.20
H -3.326390 0.792973 -0.398539  0.21
H -1.718314 1.447640 -0.754863  0.21

Force components x, y, z for each atom (eV/Å):
-0.016 -0.032 0.036
-0.044 0.049 0.014
0.030 0.049 0.139
-0.136 0.025 -0.325
0.080 0.053 0.027
0.048 -0.001 -0.112
-0.022 -0.139 -0.002
0.089 0.034 -0.132
-0.121 0.039 0.000
0.033 0.054 0.172
-0.109 -0.003 0.133
0.044 -0.135 -0.088
0.121 0.064 -0.010
-0.053 0.097 0.125
0.161 -0.046 0.014
-0.106 -0.109 0.010

Properties
Frontier orbital gap (spin up / spin down) (eV): 7.53 / 7.53
Net charge: 0
Largest force on an atom (eV Å⁻¹): 0.35
Energy above the lowest of the compared OMol25 structures with the same formula, charge and spin (kJ/mol): 342.8
Electronic energy (hartree): -234.47196